[1]
Entry from the Open Molecules 2025 dataset: 2 unconnected molecules or ions with the total composition CH4Br2Si in a non-equilibrium geometry (ωB97M-V/def2-TZVPD).

Geometry as ORCA input:
```
! wB97M-V def2-TZVPD RIJCOSX def2/J DEFGRID3
* xyz 0 1
C 1.08 1.41 -0.69
Si -1.47 -1.87 1.75
Br 1.77 -0.25 0.10
Br -1.43 -1.61 -0.59
H 1.25 1.46 -1.71
H 0.02 1.20 -0.53
H 1.52 2.24 -0.09
H -2.76 -2.57 1.77
*
```

The energy relative to the best compared isomer or geometry (same formula, charge and spin) is 269.8 kJ/mol. The HOMO energy comes out at -9.11 eV. The electronic energy is -149063.42528 eV. The value obtained for the HOMO-LUMO gap is 7.851 eV.

Atomic partial charges in e from the Löwdin method, atoms 1 to 5:
1. C -0.48
2. Si 0.34
3. Br 0.44
4. Br -0.02
5. H -0.01

[2]
Entry from the Open Molecules 2025 dataset: 15 unconnected molecules or ions with the total composition C60H104O30 in a non-equilibrium geometry (ωB97M-V/def2-TZVPD).

Geometry as ORCA input:
```
! wB97M-V def2-TZVPD RIJCOSX def2/J DEFGRID3
* xyz 0 1
O -1.53 4.15 -1.26
C -2.33 4.83 -0.71
O -2.23 5.32 0.57
C -0.95 5.13 1.23
C -1.07 5.83 2.54
C -3.64 5.31 -1.40
H -0.14 5.51 0.61
H -0.91 4.07 1.45
H -0.09 5.63 2.98
H -1.75 5.30 3.21
H -1.20 6.91 2.49
H -4.42 4.97 -0.72
H -3.70 4.68 -2.29
H -3.78 6.37 -1.59
O -6.87 1.51 -2.84
C -6.04 1.80 -3.73
O -6.34 2.15 -5.00
C -7.58 2.01 -5.55
C -8.49 3.32 -5.38
C -4.61 1.78 -3.39
H -8.15 1.18 -5.13
H -7.23 1.81 -6.56
H -9.42 3.10 -5.90
H -8.08 4.23 -5.85
H -8.60 3.45 -4.30
H -4.24 0.78 -3.16
H -4.33 2.41 -2.55
H -3.94 2.04 -4.22
O 3.53 5.48 -2.66
C 2.66 4.71 -2.42
O 2.73 3.40 -2.68
C 3.86 2.85 -3.37
C 5.02 2.65 -2.35
C 1.42 5.11 -1.59
H 4.12 3.61 -4.10
H 3.64 1.95 -3.96
H 5.29 3.57 -1.84
H 5.87 2.14 -2.78
H 4.65 1.99 -1.55
H 0.99 4.27 -1.04
H 0.61 5.46 -2.22
H 1.57 5.96 -0.92
O -0.80 0.44 -4.81
C -1.55 1.03 -5.53
O -1.43 2.27 -5.98
C -0.29 3.05 -5.57
C -0.63 3.76 -4.19
C -2.79 0.38 -6.04
H -0.10 3.73 -6.40
H 0.68 2.58 -5.46
H -0.59 3.09 -3.34
H -1.62 4.23 -4.19
H 0.04 4.59 -3.94
H -3.30 1.01 -6.77
H -3.44 0.12 -5.20
H -2.41 -0.48 -6.59
O -4.04 2.07 2.12
C -4.58 1.08 1.60
O -5.46 0.29 2.23
C -5.89 0.57 3.62
C -5.27 -0.43 4.57
C -4.20 0.54 0.25
H -6.97 0.46 3.67
H -5.65 1.59 3.92
H -4.19 -0.27 4.48
H -5.51 -1.46 4.31
H -5.60 -0.34 5.61
H -3.41 -0.20 0.35
H -3.83 1.30 -0.44
H -5.05 0.03 -0.19
O 5.39 -0.57 -3.03
C 4.59 -1.06 -2.21
O 3.28 -1.34 -2.46
C 2.77 -1.16 -3.79
C 1.50 -1.95 -3.93
C 5.08 -1.39 -0.81
H 3.52 -1.60 -4.45
H 2.80 -0.12 -4.10
H 1.81 -2.93 -3.55
H 1.18 -2.12 -4.95
H 0.70 -1.57 -3.30
H 5.31 -0.55 -0.14
H 6.03 -1.91 -0.92
H 4.34 -2.01 -0.30
O -2.67 -5.19 2.58
C -3.27 -4.44 1.79
O -3.99 -4.82 0.77
C -4.41 -6.12 0.47
C -5.74 -6.59 1.13
C -3.20 -2.92 1.80
H -3.59 -6.83 0.59
H -4.75 -6.06 -0.56
H -6.54 -5.85 1.03
H -5.60 -6.82 2.18
H -6.04 -7.58 0.78
H -2.12 -2.78 1.92
H -3.78 -2.46 2.60
H -3.57 -2.48 0.88
O 3.28 -1.40 6.21
C 3.72 -1.46 5.05
O 3.73 -0.43 4.26
C 4.15 -0.79 2.96
C 4.97 -2.02 3.15
C 4.27 -2.70 4.33
H 4.79 -0.02 2.53
H 3.29 -0.94 2.31
H 5.96 -1.73 3.49
H 5.21 -2.63 2.28
H 4.95 -3.29 4.95
H 3.41 -3.29 4.00
O 0.79 -1.83 3.30
C 0.22 -0.79 3.57
O -1.11 -0.66 3.51
C -1.56 0.68 3.56
C -0.28 1.48 3.82
C 0.87 0.51 3.90
H -2.28 0.91 4.34
H -1.99 0.93 2.59
H -0.50 2.17 4.64
H -0.16 2.20 3.00
H 1.26 0.38 4.91
H 1.66 0.79 3.21
O 1.02 -4.82 -2.02
C 1.12 -4.73 -0.84
O 2.04 -3.95 -0.33
C 1.86 -3.72 1.05
C 1.08 -4.86 1.48
C 0.24 -5.31 0.24
H 1.36 -2.75 1.01
H 2.82 -3.59 1.53
H 0.50 -4.69 2.39
H 1.86 -5.56 1.77
H -0.72 -4.79 0.22
H 0.13 -6.39 0.13
O 1.82 3.82 2.45
C 3.04 3.76 2.25
O 3.82 3.19 3.16
C 5.17 3.38 2.80
C 5.26 3.84 1.35
C 3.81 4.25 1.00
H 5.69 2.46 3.07
H 5.61 4.20 3.38
H 5.53 3.00 0.71
H 6.02 4.61 1.22
H 3.39 3.64 0.21
H 3.64 5.31 0.79
O -2.72 -1.18 -2.18
C -2.64 -2.28 -2.69
O -2.63 -3.36 -1.90
C -2.54 -4.56 -2.58
C -2.87 -4.16 -4.02
C -2.41 -2.67 -4.15
H -3.18 -5.32 -2.13
H -1.51 -4.90 -2.54
H -3.92 -4.21 -4.31
H -2.35 -4.75 -4.77
H -3.03 -2.12 -4.86
H -1.34 -2.58 -4.31
O 0.59 -2.54 7.06
C -0.48 -3.02 6.72
O -0.61 -4.30 6.58
C -1.72 -4.59 5.77
C -2.23 -3.27 5.21
C -1.72 -2.34 6.29
H -2.53 -5.03 6.36
H -1.62 -5.27 4.92
H -3.32 -3.25 5.14
H -1.78 -3.03 4.25
H -2.46 -2.33 7.09
H -1.50 -1.31 5.98
O 3.00 1.04 0.39
C 1.88 0.65 0.08
O 1.49 -0.61 0.11
C 0.13 -0.79 -0.24
C -0.51 0.57 -0.22
C 0.66 1.57 -0.19
H -0.32 -1.39 0.54
H 0.03 -1.31 -1.19
H -1.07 0.70 0.71
H -1.16 0.84 -1.05
H 0.53 2.30 0.60
H 0.82 1.96 -1.20
O 7.11 0.83 1.81
C 7.76 0.38 0.87
O 8.01 1.13 -0.23
C 8.87 0.48 -1.17
C 9.51 -0.62 -0.37
C 8.49 -0.87 0.77
H 9.72 1.06 -1.52
H 8.25 0.13 -2.00
H 10.43 -0.20 0.04
H 9.71 -1.50 -0.98
H 9.03 -0.97 1.70
H 7.94 -1.81 0.76
*
```

The HOMO energy comes out at -9.13 eV. The electronic energy is -125333.27091 eV. The value obtained for the HOMO-LUMO gap is 9.493 eV.

Atomic partial charges in e from the Löwdin method, atoms 1 to 5:
1. O 0.09
2. C -0.49
3. O -0.02
4. C -0.22
5. C -0.06